Record 1
58
Properties=species:S:1:pos:R:3 method="wB97M-V/def2-TZVPD" spin_multiplicity=1 fmax_ha_per_bohr=0.0471 homo_lumo_gap_ev=8.49 total_charge=+2
Zn -0.08 0.88 -4.24
C 3.81 -2.18 1.39
C 3.60 -0.68 1.19
N 2.49 -0.43 0.29
C 2.77 -0.32 -1.02
C 1.84 -0.07 -2.00
C 2.40 0.02 -3.43
O 3.59 -0.14 -3.58
O 1.56 0.25 -4.37
C 0.48 0.12 -1.64
O -0.45 0.50 -2.42
C 0.17 -0.13 -0.24
C -1.17 -0.13 0.18
C -1.49 -0.38 1.49
F -2.79 -0.42 1.84
C -0.50 -0.61 2.47
C 0.82 -0.62 2.04
C 1.19 -0.40 0.71
N -0.79 -0.78 3.82
C -2.01 -0.29 4.42
C -1.70 0.22 5.83
N -1.09 -0.86 6.65
C 0.13 -1.38 5.98
C -0.23 -1.87 4.58
H 4.66 -2.35 2.04
H 4.01 -2.65 0.43
H 2.93 -2.64 1.83
H 4.50 -0.24 0.76
H 3.42 -0.17 2.14
H 3.80 -0.42 -1.34
H -1.95 0.04 -0.54
H 1.59 -0.78 2.78
H -2.79 -1.07 4.47
H -2.41 0.54 3.85
H -2.61 0.58 6.31
H -0.99 1.05 5.77
H -1.77 -1.63 6.75
H -0.87 -0.51 7.59
H 0.57 -2.18 6.58
H 0.85 -0.56 5.92
H -0.96 -2.69 4.67
H 0.65 -2.27 4.10
C -3.54 -0.95 -5.73
C -2.73 0.16 -5.16
C -3.47 1.31 -4.57
O -1.51 0.12 -5.21
H -4.16 -0.58 -6.55
H -4.21 -1.35 -4.98
H -2.89 -1.74 -6.11
H -4.23 0.96 -3.87
H -3.99 1.84 -5.36
H -2.78 1.99 -4.07
C 1.66 4.68 -5.55
C 0.84 3.61 -5.11
N 0.18 2.75 -4.75
H 2.65 4.58 -5.11
H 1.22 5.63 -5.26
H 1.75 4.64 -6.64



Record 2
55
Properties=species:S:1:pos:R:3 method="wB97M-V/def2-TZVPD" spin_multiplicity=3 fmax_ha_per_bohr=0.0105 homo_lumo_gap_ev="5.56 / 5.89" total_charge=+2
Mo 0.46 0.43 0.77
C 3.12 2.58 -1.79
O 3.18 3.70 -0.90
C 2.07 4.15 -0.30
C 1.93 5.54 -0.18
C 0.83 6.10 0.43
C -0.18 5.28 0.94
C -0.06 3.90 0.86
C -1.09 3.09 1.45
N -1.07 1.80 1.50
N -2.14 1.19 2.13
C -2.02 -0.08 2.14
O -0.87 -0.58 1.54
C -2.94 -1.03 2.71
C -2.65 -2.40 2.68
C -3.54 -3.30 3.25
C -4.71 -2.84 3.84
C -4.99 -1.48 3.87
C -4.11 -0.57 3.31
C 1.08 3.35 0.25
O 1.21 1.99 0.24
H 3.94 2.71 -2.48
H 2.18 2.59 -2.35
H 3.24 1.64 -1.26
H 2.72 6.16 -0.60
H 0.74 7.17 0.50
H -1.05 5.72 1.41
H -1.95 3.58 1.89
H -1.74 -2.76 2.21
H -3.32 -4.36 3.22
H -5.40 -3.54 4.28
H -5.91 -1.13 4.33
H -4.33 0.49 3.33
C 1.64 -4.22 0.51
C 2.68 -3.23 0.02
Sb 2.64 -1.39 1.10
C 2.73 -1.94 3.17
C 1.35 -2.14 3.80
C 4.51 -0.44 0.69
C 5.68 -1.21 1.31
H 1.72 -5.15 -0.06
H 0.62 -3.85 0.38
H 1.78 -4.48 1.57
H 2.56 -2.99 -1.03
H 3.70 -3.61 0.16
H 3.29 -1.15 3.67
H 3.33 -2.84 3.20
H 0.78 -1.21 3.82
H 1.47 -2.47 4.83
H 0.76 -2.89 3.28
H 4.45 0.58 1.08
H 4.60 -0.38 -0.39
H 5.61 -1.25 2.39
H 6.62 -0.72 1.06
H 5.74 -2.23 0.93